No. 1
14
Properties=species:S:1:pos:R:3:forces:R:3 method="wB97M-V/def2-TZVPD" homo_energy_ev="-7.4597 / -7.4589" largest_force_ev_per_a=5.3 total_energy_ev=-32407.37336 lumo_ev="-0.458 / -0.458" gap_ev="7.0020 / 7.0012"
C -0.1413 -3.1541 -0.1158 -1.520 0.118 -0.122
C 0.3692 -0.9970 -0.2223 -3.120 1.299 1.500
C -1.0079 -0.8588 0.0946 2.453 -4.613 -0.809
C 1.0855 0.1954 -0.4954 0.755 1.026 0.167
C -2.0203 1.3309 0.1176 -1.374 -0.572 0.672
C 1.8020 2.4584 0.2818 1.146 -1.033 -0.640
N 0.7580 -2.2597 -0.2915 2.318 -1.619 -0.730
N -1.7271 0.1792 0.2895 -1.534 3.925 -0.041
N 1.3175 1.2829 -0.0132 0.418 0.091 -0.707
S -1.7367 -2.4894 0.1327 0.889 0.891 0.156
S -2.8374 2.6818 0.1052 0.763 0.016 -0.201
H -0.0651 -4.2469 -0.2085 0.436 0.717 0.128
H 1.2869 3.3602 0.0004 -0.505 -0.073 0.160
H 2.9167 2.5172 0.3249 -1.127 -0.171 0.468

---

No. 2
8
Properties=species:S:1:pos:R:3:forces:R:3 method="wB97M-V/def2-TZVPD" de_lowest_kj_mol=264.87 homo_energy_ev=-10.1821 largest_force_ev_per_a=1.1 total_energy_ev=-9282.78125 lumo_ev=0.273 gap_ev=10.4552
O 2.4430 0.0321 -0.0810 -0.630 -0.027 0.014
C 1.2637 -0.0330 -0.0025 0.583 0.133 -0.151
O 0.5459 -1.2142 0.2369 0.039 -0.176 0.483
C -0.7576 -0.9971 0.4678 0.229 -0.038 0.432
C -0.9007 0.3812 0.0393 -0.448 -0.215 0.070
O 0.3698 0.9650 -0.1290 -0.054 -0.135 -0.315
H -1.2919 -0.2366 -0.8476 0.014 0.899 -0.691
H -1.6723 1.1026 0.3161 0.267 -0.440 0.158

---

No. 3
18
Properties=species:S:1:pos:R:3:forces:R:3 method="wB97M-V/def2-TZVPD" de_lowest_kj_mol=121.37 homo_energy_ev=-3.7836 largest_force_ev_per_a=3.4 total_energy_ev=-11944.13894 lumo_ev=3.984 gap_ev=7.7678 charge=-1
C -2.5687 -0.1465 0.2525 -0.288 0.131 -0.832
N -1.6998 -0.5668 -0.9088 -0.978 0.610 1.401
C 0.4952 -1.4640 -1.4992 0.464 0.214 0.446
C -0.2717 -0.5986 -0.5009 -0.583 0.570 0.129
C 0.4369 0.8742 -0.4620 -1.852 -2.829 -0.199
O 1.5441 0.8211 0.0953 0.557 1.129 0.223
O -0.2593 1.7155 -1.0564 0.914 0.981 0.261
H -2.6374 0.9466 0.3046 0.047 -0.048 0.107
H -2.2850 -0.4890 1.2345 0.891 -0.292 0.216
H -3.5896 -0.5409 0.1880 -0.016 0.039 -0.565
H -1.8419 0.2500 -1.5232 0.757 -0.593 0.042
H 0.2915 -1.1262 -2.5252 -0.378 -0.379 0.198
H 1.5671 -1.2466 -1.3731 -0.195 -0.502 0.215
H 0.2486 -2.5284 -1.3105 0.271 0.469 -0.578
H -0.2953 -1.0655 0.5204 0.495 0.392 -0.821
H 1.9901 -0.2729 2.3511 -0.444 -0.221 0.348
H 2.6623 0.4615 3.4172 -0.013 0.048 0.422
O 2.0663 -0.2903 3.3303 0.353 0.281 -1.012

---

No. 4
180
Properties=species:S:1:pos:R:3:forces:R:3 method="wB97M-V/def2-TZVPD" homo_energy_ev="-15.4810 / -15.4809" largest_force_ev_per_a=5.9 total_energy_ev=-138586.22980 lumo_ev="-9.474 / -13.317" multiplicity=2 gap_ev="6.0067 / 2.1641" charge=+4
N 9.4801 -17.5907 -0.8045 1.370 -3.991 2.159
S 8.0076 -17.7818 -0.3319 -4.506 1.409 -2.421
O 7.8189 -17.3686 1.0538 -1.020 -0.522 -0.607
O 7.1853 -18.8342 -0.9762 1.797 2.519 2.441
F 7.6080 -16.4541 -1.1367 -1.221 0.529 0.050
S 9.9354 -19.0483 0.0006 4.812 -3.391 0.042
O 9.6595 -20.2915 -0.6789 -0.233 2.305 0.542
O 9.8564 -19.1036 1.4643 -0.344 1.073 -1.678
F 11.5217 -18.8411 -0.2181 -1.113 0.268 -0.014
C 6.5836 -15.4229 4.0316 0.606 -0.993 1.033
C 6.0649 -14.2170 3.3766 -0.212 -0.391 -0.775
O 4.7555 -14.3334 3.0073 -0.249 -0.083 0.051
H 7.5856 -15.2066 4.4020 0.204 -0.192 -0.110
H 6.6416 -16.2641 3.3408 0.076 -0.015 -0.056
H 5.9914 -15.7077 4.9012 -0.102 -0.125 0.025
H 6.6901 -13.9611 2.5211 0.047 0.554 -0.328
H 6.1077 -13.3683 4.0593 -0.048 0.717 0.276
C 4.6783 -9.8461 11.4899 -0.182 1.092 -0.165
C 5.8544 -10.6321 10.9501 -0.603 -1.408 1.226
C 5.7807 -10.8848 9.4509 0.532 0.242 -1.091
C 6.6097 -12.0719 8.9145 0.476 0.382 1.024
N 6.3110 -12.4809 7.4710 -0.123 -0.329 -0.108
C 7.3782 -13.5287 6.9790 1.378 0.743 -0.113
C 8.3951 -12.7745 6.0171 -0.704 1.608 0.954
C 8.0777 -11.2574 6.3772 0.402 -1.162 -0.267
C 6.5668 -11.2944 6.5511 0.514 0.599 -0.049
C 4.8614 -12.9850 7.3225 1.370 0.891 -1.173
H 3.7086 -10.3226 11.3457 0.100 -0.220 -0.073
H 4.6278 -8.8668 11.0139 -0.105 0.138 -0.103
H 4.7845 -9.6277 12.5525 0.093 -0.237 -0.016
H 5.7975 -11.5710 11.5008 0.085 -0.517 -0.224
H 6.7810 -10.2234 11.3531 0.205 0.337 -0.776
H 6.0628 -9.9458 8.9748 0.275 0.035 -0.216
H 4.7764 -11.0580 9.0643 -0.486 0.061 0.702
H 6.4666 -12.9140 9.5915 -0.366 -0.428 -0.431
H 7.6843 -11.9041 8.9871 -0.031 0.259 -0.237
H 6.9482 -14.4085 6.5004 -0.399 0.182 0.444
H 7.9252 -13.7895 7.8851 -0.176 -0.532 -0.144
H 8.2961 -12.9236 4.9419 -0.807 -0.151 -0.111
H 9.4574 -12.9940 6.1245 -0.234 -0.240 0.850
H 8.4592 -10.5578 5.6335 -0.446 -0.062 -0.224
H 8.5623 -10.9263 7.2957 0.009 -0.300 0.108
H 6.1086 -11.4625 5.5765 -0.270 -0.364 0.017
H 6.1741 -10.3563 6.9432 -0.206 -0.335 0.254
H 4.9139 -13.3783 6.3073 -0.484 -0.301 0.011
H 4.2375 -12.0914 7.3027 -0.129 -0.194 0.253
H 4.5043 -13.7403 8.0225 0.674 0.225 0.245
C 9.6040 -22.8831 5.1659 -0.480 0.558 -0.143
O 10.6254 -22.0646 4.5330 -0.575 -0.115 1.042
C 11.1666 -21.1793 5.5182 0.864 -0.027 -1.244
C 10.3518 -19.9597 5.7317 -1.168 0.791 0.580
N 9.9623 -19.2315 4.4374 -0.060 1.435 2.980
H 10.7836 -18.8217 4.0159 0.433 -0.587 -0.707
H 9.5050 -19.9245 3.8623 -0.080 0.069 -0.849
C 9.0878 -17.9380 4.7236 0.124 -1.595 -1.069
C 9.7606 -16.8420 5.5237 0.670 -0.254 -0.157
O 10.6267 -16.1215 4.6588 0.030 -0.895 -1.130
C 11.4785 -15.2110 5.2968 0.407 0.473 0.197
H 10.0072 -23.6251 5.8552 0.238 0.107 -0.100
H 8.9295 -23.3683 4.4604 0.721 -0.089 -0.530
H 8.9136 -22.2264 5.6952 0.053 0.052 0.490
H 12.1162 -20.7802 5.1618 0.410 -0.738 -0.289
H 11.3369 -21.6416 6.4905 -0.015 -0.193 -0.010
H 10.9039 -19.2529 6.3511 -0.071 -0.080 -0.009
H 9.4412 -20.2042 6.2786 -0.239 0.429 -0.210
H 8.1640 -18.3049 5.1710 0.151 0.135 0.204
H 8.9232 -17.6243 3.6927 -0.341 0.367 0.035
H 10.3083 -17.2536 6.3714 -0.125 0.116 0.240
H 9.0158 -16.1502 5.9171 -0.296 -0.175 0.271
H 12.1650 -14.7003 4.6214 -0.439 -0.184 -0.729
H 12.1870 -15.6974 5.9673 -0.504 -0.024 0.686
H 10.8410 -14.4355 5.7214 0.397 0.028 0.713
C 5.9409 -10.2440 2.5487 1.540 -0.715 -0.021
O 5.0046 -10.8319 1.6872 0.128 1.127 -0.617
C 3.8161 -11.0798 2.3371 -0.522 -1.048 -0.917
C 2.9749 -11.8232 1.2900 -1.095 -0.532 0.261
N 3.5827 -13.1654 0.8373 -0.271 1.117 -1.145
H 3.9725 -13.7121 1.5918 0.449 0.561 1.020
H 2.8564 -13.7822 0.5024 -0.774 0.202 -0.447
C 4.6291 -13.1697 -0.2765 -0.010 -0.309 0.922
C 4.0159 -13.2921 -1.6344 0.200 1.506 -0.615
O 3.1516 -12.2094 -1.9321 -0.155 0.118 0.339
C 3.7966 -10.9362 -2.0819 0.367 0.379 -0.159
H 5.5886 -9.6177 3.3683 -0.532 0.396 -0.475
H 6.6929 -9.7581 1.9269 -0.174 0.305 0.232
H 6.4375 -11.0865 3.0299 0.464 -0.165 0.427
H 3.3150 -10.1713 2.6713 -0.211 0.109 -0.062
H 4.0968 -11.6740 3.2067 -0.635 -0.475 0.510
H 2.6736 -11.1899 0.4556 1.248 -0.053 -0.551
H 1.9420 -12.0498 1.5543 0.112 -0.369 1.036
H 5.1892 -14.0854 -0.0872 0.384 0.044 -0.036
H 5.2611 -12.2909 -0.1486 -0.159 -0.184 0.030
H 3.4742 -14.2284 -1.7691 -0.108 0.064 -0.068
H 4.8832 -13.2568 -2.2937 0.032 -0.398 -0.456
H 4.4936 -10.7013 -1.2774 0.067 -0.200 0.296
H 3.0832 -10.1121 -2.0894 -0.460 -0.485 0.038
H 4.3606 -10.8243 -3.0079 -0.037 -0.497 -0.207
C 2.2136 -17.3090 7.3764 -0.947 -0.797 -0.944
O 1.8953 -16.4155 6.2537 -0.397 -0.841 -0.069
C 2.8069 -15.3669 6.1090 -0.514 -0.759 0.810
C 2.3320 -14.3804 5.0282 -1.124 0.317 1.619
N 0.9088 -13.8097 5.3901 1.142 0.501 -0.101
H 0.2281 -14.5486 5.2865 -0.576 -0.375 -0.583
H 0.8122 -13.6518 6.3830 0.487 0.237 0.744
C 0.4568 -12.5110 4.6772 -0.584 -0.747 -0.106
C -0.8866 -11.9785 5.3344 0.495 -0.106 -0.457
O -1.8645 -12.9531 5.3554 0.102 -1.363 -0.098
C -2.3961 -13.2791 4.0508 -0.116 -0.012 0.941
H 2.3633 -16.7481 8.2990 0.252 -0.174 -0.100
H 2.9349 -18.0847 7.1191 1.227 0.890 -0.027
H 1.4006 -18.0291 7.4683 -0.818 0.829 0.263
H 3.8060 -15.7644 5.9303 0.381 0.175 -0.647
H 2.8791 -14.9874 7.1282 0.141 1.205 -0.058
H 2.2201 -14.8562 4.0540 0.127 0.216 0.068
H 3.0099 -13.5270 5.0484 -0.125 -0.024 -0.469
H 0.3377 -12.8595 3.6513 -0.437 0.262 -0.056
H 1.2752 -11.7929 4.6262 0.026 -0.040 0.634
H -1.2820 -11.1011 4.8225 0.530 0.261 -0.476
H -0.7356 -11.6515 6.3632 0.318 -0.176 0.116
H -2.9255 -12.3849 3.7217 0.049 -0.254 -0.622
H -3.0672 -14.1315 4.1562 -0.201 0.346 0.299
H -1.6102 -13.6536 3.3949 0.105 0.449 -0.375
C 14.6445 -15.4703 -0.0568 -0.602 -0.418 1.297
O 13.3781 -15.0528 0.5186 0.227 -1.326 0.384
C 12.7118 -16.1347 1.2424 -0.340 1.797 -2.333
C 11.4771 -15.4300 1.6717 -1.416 0.327 0.450
N 10.4524 -15.1493 0.4812 -0.293 0.762 1.631
H 10.8973 -14.6352 -0.2658 0.568 0.391 -0.141
H 10.2062 -16.0425 0.0791 -0.288 -0.963 -0.436
C 9.0998 -14.4629 0.8720 1.235 -0.900 0.660
C 9.2508 -13.0276 1.3576 0.985 0.715 -0.507
O 10.0090 -12.7923 2.5347 -0.617 -1.187 0.406
C 10.0424 -11.4224 2.9079 0.634 -0.146 -0.819
H 14.4561 -16.4165 -0.5641 0.345 0.314 -0.755
H 15.2922 -15.7186 0.7839 0.352 0.120 -0.030
H 15.0795 -14.6378 -0.6099 -0.298 -0.374 -0.238
H 13.2497 -16.6406 2.0441 0.271 0.523 0.223
H 12.3541 -16.9152 0.5708 0.601 -0.313 -0.376
H 11.6968 -14.4446 2.0825 -0.135 -0.241 0.111
H 10.9795 -16.0880 2.3842 -0.598 0.452 0.002
H 8.6387 -15.2007 1.5286 0.262 0.318 0.735
H 8.3842 -14.5146 0.0513 0.631 0.320 -0.604
H 8.2787 -12.5345 1.3615 -0.555 -0.146 0.494
H 9.7665 -12.4435 0.5954 0.101 -0.128 -0.641
H 10.3533 -10.8319 2.0461 -0.429 0.300 -0.245
H 10.8704 -11.2486 3.5951 -0.390 -0.370 0.451
H 9.0624 -11.1245 3.2809 0.034 0.323 0.152
C 0.2217 -19.9886 1.4545 0.129 1.052 -1.332
O 0.9445 -18.8295 1.9615 0.727 -0.073 0.551
C 1.7890 -19.1284 3.0450 -0.100 -0.651 0.410
C 2.7600 -18.0000 3.5059 0.953 0.996 -1.313
N 3.2682 -17.1615 2.2683 0.137 -1.452 0.100
H 2.4235 -16.8710 1.7970 -0.509 -0.395 -0.843
H 3.7803 -16.3157 2.4744 0.005 0.269 0.958
C 4.2031 -17.9313 1.3458 -1.298 -1.559 0.555
C 3.9014 -17.6064 -0.0729 -0.661 0.208 -0.911
O 2.5208 -17.9809 -0.3557 1.380 0.931 1.067
C 2.0332 -17.4180 -1.5662 0.517 -0.288 -0.724
H -0.4136 -19.5118 0.7081 -1.034 -0.111 0.774
H -0.2336 -20.6026 2.2316 -0.223 0.353 -0.081
H 0.7551 -20.6014 0.7278 1.135 -0.279 0.706
H 2.3739 -20.0349 2.8893 0.553 0.064 -0.749
H 1.1993 -19.5098 3.8786 -0.226 0.689 0.659
H 3.6755 -18.4405 3.9008 -0.138 -0.193 0.127
H 2.5036 -17.1844 4.1821 -0.984 -0.674 0.232
H 3.9205 -18.9798 1.4401 0.067 -0.078 0.351
H 5.2136 -17.8264 1.7408 0.082 0.272 -0.522
H 4.6206 -18.0877 -0.7356 -0.018 -0.283 -0.056
H 4.0816 -16.5382 -0.1937 -0.347 0.618 -0.453
H 2.2403 -16.3505 -1.6424 0.055 0.260 0.172
H 0.9596 -17.5592 -1.6901 0.130 -0.248 0.436
H 2.5475 -17.9097 -2.3919 -0.121 0.067 -0.251
C 6.3545 -17.3094 8.5104 2.710 -1.824 0.946
F 5.5557 -18.2229 9.0706 0.020 0.324 -1.168
F 6.1483 -17.2462 7.1255 -0.482 0.349 1.176
F 6.0748 -16.1645 9.0973 -0.830 1.435 -0.572
S 8.2399 -17.7125 8.9666 0.493 -3.563 1.622
O 8.1672 -18.1572 10.3549 -0.657 1.887 -1.181
O 8.5849 -18.8881 8.1583 -0.636 1.119 -1.267
O 9.0239 -16.5363 8.6540 -0.836 0.813 -0.389

---

No. 5
14
Properties=species:S:1:pos:R:3:forces:R:3 method="wB97M-V/def2-TZVPD" de_lowest_kj_mol=488.22 homo_energy_ev=-15.9112 largest_force_ev_per_a=0.7 total_energy_ev=-6793.02841 lumo_ev=-7.780 gap_ev=8.1314 charge=+1
C 1.0276 1.3908 0.0958 -0.420 -0.110 -0.053
C 0.2389 0.2780 -0.1404 -0.047 0.002 0.397
C -2.1715 1.2214 0.0210 -0.405 0.145 -0.085
C 1.6884 -1.6711 0.0269 0.371 0.016 -0.059
C 0.3652 -1.0213 -0.1923 -0.737 0.041 -0.100
N 1.7115 2.2878 0.3073 0.362 0.525 0.086
H -2.4733 0.9351 1.0189 0.257 -0.187 0.161
H -2.0643 2.2937 -0.1018 0.381 0.015 -0.035
H -1.0735 0.7680 -0.1520 0.253 -0.269 -0.194
H 1.9811 -2.2098 -0.8748 -0.011 0.009 -0.042
H 1.5602 -2.4068 0.8213 -0.021 -0.014 0.048
H 2.4639 -0.9636 0.3067 0.026 -0.015 -0.040
H -0.4744 -1.6770 -0.3789 -0.207 0.044 0.039
H -2.7798 0.7749 -0.7577 0.199 -0.201 -0.122